# 1
DFT (ωB97M-V/def2-TZVPD) results for a structure of composition C39H29N2O11PS3Ta.

Geometry as XYZ:
```
86
Properties=species:S:1:pos:R:3:forces:R:3
Ta -0.769 -1.869 -0.642 0.1 0.4 0.7
O 0.882 -3.119 -0.778 -0.1 -0.3 -0.1
S 0.456 -4.223 0.223 -0.2 0.6 -0.3
O 0.362 -5.524 -0.313 0.1 -0.1 0.1
O -0.809 -3.561 0.729 0.2 -0.2 0.1
C 1.578 -4.150 1.548 0.0 -0.1 0.0
C 2.204 -5.316 1.958 0.0 0.0 0.0
C 3.027 -5.260 3.074 0.0 0.0 0.0
C 3.192 -4.061 3.750 0.0 0.0 0.0
C 2.556 -2.904 3.316 0.0 0.0 0.0
C 1.738 -2.928 2.196 0.0 0.0 0.0
P 0.980 -1.391 1.543 0.1 -0.1 -0.2
C 2.446 -0.417 1.106 0.0 0.1 0.1
C 3.163 0.304 2.065 0.0 0.0 0.0
C 4.308 0.995 1.706 0.0 0.0 0.0
C 4.759 0.960 0.393 0.0 0.0 0.0
C 4.069 0.226 -0.558 0.0 0.0 0.0
C 2.918 -0.461 -0.203 0.0 0.0 -0.1
C 0.208 -0.668 3.003 -0.1 0.0 0.0
C 0.203 0.705 3.230 0.0 0.0 0.0
C -0.517 1.228 4.295 0.0 0.0 0.0
C -1.241 0.388 5.126 0.0 0.0 0.0
C -1.252 -0.982 4.892 0.0 0.0 0.0
C -0.536 -1.510 3.832 0.0 0.0 0.0
H 2.038 -6.239 1.420 0.0 0.0 0.0
H 3.529 -6.155 3.415 0.0 0.0 0.0
H 3.826 -4.022 4.626 0.0 0.0 0.0
H 2.702 -1.980 3.860 0.0 0.0 0.0
H 2.825 0.344 3.092 0.0 0.0 0.0
H 4.846 1.564 2.452 0.0 0.0 0.0
H 5.651 1.505 0.114 0.0 0.0 0.0
H 4.411 0.195 -1.583 0.0 0.0 0.0
H 2.400 -1.020 -0.971 -0.1 0.0 0.0
H 0.757 1.370 2.582 0.0 0.0 0.0
H -0.507 2.296 4.476 0.0 0.0 0.0
H -1.801 0.797 5.956 0.0 0.0 0.0
H -1.823 -1.639 5.533 0.0 0.0 0.0
H -0.561 -2.578 3.650 0.0 0.0 0.0
O -2.733 -2.254 -0.594 -0.4 -0.4 -0.1
S -2.895 -3.533 -1.467 0.2 0.7 0.1
O -3.663 -4.548 -0.857 -0.1 0.0 -0.1
O -1.473 -3.777 -1.773 0.0 -0.2 0.0
C -3.643 -2.978 -2.956 0.0 0.0 0.0
C -4.678 -3.762 -3.428 -0.1 0.0 -0.1
C -5.257 -3.483 -4.663 0.0 0.0 0.1
C -4.786 -2.429 -5.415 0.0 0.1 0.0
C -3.745 -1.633 -4.938 -0.1 0.0 -0.1
C -3.165 -1.891 -3.711 0.0 0.0 -0.1
S -1.970 -0.669 -3.193 0.3 -0.3 0.1
O -2.530 0.038 -2.069 0.0 0.1 -0.2
O -1.562 0.047 -4.350 0.0 0.0 0.0
O -0.766 -1.496 -2.634 -0.3 0.1 0.2
H -5.023 -4.596 -2.833 0.0 0.0 0.0
H -6.067 -4.100 -5.027 0.0 0.0 0.0
H -5.221 -2.209 -6.380 0.0 0.0 0.0
H -3.381 -0.803 -5.526 0.0 0.0 0.0
O -1.705 -0.364 0.733 0.0 -0.4 -0.2
C -1.040 0.575 0.201 0.2 0.0 -0.2
N -1.095 1.892 0.307 -0.2 -0.1 0.0
C -0.148 2.507 -0.654 0.0 0.0 -0.1
C 0.432 1.235 -1.346 0.0 0.2 0.0
O 1.207 1.198 -2.255 0.0 0.0 0.0
N -0.089 0.147 -0.658 0.1 -0.1 -0.1
C 0.982 3.237 0.067 0.0 0.0 0.0
C 0.875 3.598 1.404 0.0 0.0 0.0
C 1.898 4.303 2.025 0.0 0.0 0.0
C 3.035 4.649 1.313 0.0 0.0 0.0
C 3.139 4.296 -0.027 0.0 0.0 0.0
C 2.119 3.599 -0.651 0.0 0.0 0.0
C -0.896 3.435 -1.604 0.0 0.0 0.0
C -1.140 3.111 -2.931 0.0 0.0 0.0
C -1.873 3.979 -3.730 0.0 0.0 0.0
C -2.368 5.164 -3.212 0.0 0.0 0.0
C -2.123 5.491 -1.885 0.0 0.0 0.0
C -1.384 4.635 -1.088 0.0 0.0 0.0
H -1.913 2.369 0.657 0.0 0.0 0.0
H -0.011 3.339 1.969 0.0 0.0 0.0
H 1.801 4.588 3.065 0.0 0.0 0.0
H 3.831 5.202 1.793 0.0 0.0 0.0
H 4.020 4.573 -0.591 0.0 0.0 0.0
H 2.202 3.333 -1.697 0.0 0.0 0.0
H -0.761 2.196 -3.362 0.0 0.0 0.0
H -2.052 3.719 -4.765 0.0 0.0 0.0
H -2.938 5.836 -3.840 0.0 0.0 0.0
H -2.496 6.420 -1.474 0.0 0.0 0.0
H -1.166 4.914 -0.062 0.0 0.0 0.0
```
Forces are in eV/Å.

## Properties
* LUMO: -3.8 eV
* total charge: +1
* frontier orbital gap: 7.5564 eV
* maximum force: 0.01591 Eh/bohr
* DFT total energy: -4033.67904 Eh
* relative energy (zero: lowest compared OMol25 entry of this formula, charge and spin): 2.5 kcal per mole

# 2
DFT (ωB97M-V/def2-TZVPD) results for a cluster of 8 separate species, C39H30BF4O25 in total at a distorted geometry.

Geometry as XYZ:
```
99
Properties=species:S:1:pos:R:3:forces:R:3
B -0.907 1.307 0.143 1.6 -4.1 1.7
F -1.508 2.442 0.432 -0.8 3.1 -0.4
F -1.138 0.664 -1.021 -0.7 0.4 -2.3
F 0.508 1.313 0.300 -0.4 0.7 0.2
F -1.443 0.357 1.118 0.3 -0.1 0.5
C 0.283 -4.045 -2.386 -1.3 -7.2 -1.6
C -0.410 -5.384 -2.664 1.1 5.0 0.8
C -1.930 -5.286 -2.861 0.4 0.5 1.0
O -2.609 -6.302 -2.991 0.9 0.6 -0.2
C -2.530 -3.953 -2.658 -2.1 0.6 0.3
C -1.859 -2.778 -2.363 -1.0 1.2 0.9
C -0.301 -2.807 -2.359 -1.1 6.3 0.4
O 0.344 -1.665 -2.290 -2.6 -4.9 -0.2
O -2.533 -1.582 -1.955 -0.4 -5.2 -1.9
O 0.127 -6.599 -2.735 0.5 1.3 0.2
H 1.315 -3.937 -2.340 2.0 -0.6 0.3
H -3.688 -4.113 -2.621 2.3 1.0 0.0
H -1.983 -0.876 -1.688 1.9 1.3 0.3
H -0.569 -7.256 -2.874 -0.5 0.1 -0.1
C 6.009 -1.218 0.544 -5.0 -2.1 -4.9
C 5.378 -2.239 -0.486 7.7 3.3 7.0
C 4.102 -2.174 -0.870 -8.7 0.9 -3.7
O 3.563 -2.967 -1.726 2.2 1.2 2.4
C 3.246 -1.020 -0.493 2.4 3.2 2.4
C 3.764 0.097 0.334 -1.9 -3.0 -3.1
C 5.139 -0.003 0.879 3.1 0.8 2.8
O 5.618 0.851 1.696 -1.8 -2.5 -2.8
O 3.143 1.261 0.562 0.0 -1.3 -0.6
O 6.063 -3.290 -0.831 8.1 11.4 -0.1
H 7.041 -1.138 0.813 0.4 -0.5 0.1
H 2.343 -0.992 -1.095 -0.3 0.3 0.5
H 2.273 1.191 0.102 0.2 0.4 0.6
H 5.731 -4.027 -0.833 -6.5 -12.2 -0.4
C 2.819 -3.362 2.129 2.0 4.6 4.3
C 3.200 -2.193 3.052 3.8 -7.4 -2.7
C 2.422 -1.027 3.274 -2.3 -3.0 -1.8
O 2.785 -0.169 3.982 1.9 3.9 2.9
C 1.173 -1.129 2.664 -2.8 -5.1 -5.0
C 0.653 -2.156 1.629 4.2 3.8 4.7
C 1.517 -3.379 1.447 0.9 1.3 0.5
O 1.160 -4.208 0.670 -0.4 -1.7 -1.0
O -0.316 -1.982 0.815 -0.1 -1.5 -0.2
O 4.470 -2.287 3.721 -3.2 -1.7 -2.7
H 3.589 -4.143 2.087 -0.8 0.2 -0.2
H 0.618 -0.305 2.652 -2.4 3.5 0.2
H -0.725 -1.123 0.929 -0.8 1.5 0.2
H 4.628 -1.489 4.182 -0.1 1.8 0.8
C 1.286 3.438 -4.804 -4.8 -5.8 3.6
C 0.404 2.378 -3.946 6.9 7.6 -2.4
C -0.062 1.256 -4.670 -0.3 0.9 -2.7
O -0.660 0.454 -4.065 -2.7 -3.8 2.4
C 0.114 1.186 -6.111 6.5 8.8 1.8
C 1.109 2.121 -6.710 -5.2 -10.0 -3.8
C 1.563 3.301 -6.239 1.9 5.2 4.8
O 2.200 4.218 -6.746 -0.2 -0.9 -1.3
O 1.523 1.685 -7.982 2.7 8.5 3.0
O 0.353 2.458 -2.597 -4.2 -2.0 -2.0
H 1.656 4.212 -4.228 0.9 1.6 0.8
H -0.133 0.490 -6.721 -2.0 -4.9 -3.2
H 1.234 0.903 -8.205 -2.6 -6.6 -1.4
H -0.585 1.900 -2.465 3.3 1.2 0.5
C 3.162 6.275 1.568 -6.4 -7.4 -12.0
C 3.614 5.974 0.118 -3.2 0.1 8.5
C 2.765 5.086 -0.707 -1.7 0.6 -1.1
O 3.103 4.953 -1.864 1.2 -0.7 -1.1
C 1.483 4.598 -0.249 -0.8 4.4 6.9
C 0.936 5.224 1.080 0.3 -6.4 -5.1
C 1.770 6.057 1.983 -0.1 0.5 0.5
O 1.243 6.439 3.023 0.9 0.0 -0.6
O -0.163 4.573 1.626 0.1 0.0 -3.5
O 4.815 6.310 -0.191 0.9 1.0 0.2
H 3.702 6.803 2.038 7.3 7.1 6.7
H 0.967 3.788 -0.664 -0.6 -0.8 -0.9
H -0.608 3.920 0.851 1.8 2.3 3.0
H 5.143 5.816 -0.924 0.2 -0.7 -1.4
C -5.904 1.632 2.825 4.4 1.1 -3.6
C -4.795 1.738 1.745 -5.8 -0.4 6.8
C -4.986 1.067 0.514 0.4 -2.6 -4.6
O -4.079 1.003 -0.348 -0.8 0.8 1.6
C -6.200 0.308 0.200 -4.5 5.3 12.4
C -7.403 0.368 1.245 3.0 -1.4 -5.7
C -7.240 1.016 2.592 3.9 0.2 -2.3
O -8.092 0.956 3.390 -2.8 0.0 2.6
O -8.662 -0.214 0.942 2.7 1.9 3.3
O -3.650 2.275 2.029 -4.4 0.5 6.6
H -5.629 2.098 3.798 -0.6 -0.5 -0.8
H -6.367 -0.201 -0.563 -0.9 -4.2 -7.0
H -8.646 -0.380 0.035 0.0 -0.6 -2.5
H -3.170 2.282 1.319 5.2 0.0 -6.8
C -2.171 -2.016 4.013 2.9 -3.2 3.4
C -3.417 -2.166 4.852 0.3 1.5 0.2
O -4.430 -1.494 4.641 1.6 -1.8 0.7
C -3.152 -3.096 6.080 -0.3 1.8 -3.8
H -1.420 -1.295 4.488 -0.8 -1.3 0.3
H -2.216 -1.549 3.150 -1.3 1.9 -4.5
H -1.611 -3.068 3.819 -1.2 2.4 0.7
H -2.402 -2.799 6.702 2.2 1.5 1.5
H -2.861 -4.024 5.743 0.4 -2.2 -0.9
H -4.008 -3.133 6.574 -3.8 -0.5 2.5
```
Forces are in eV/Å.

## Properties
* LUMO: -0.3 eV
* total charge: -1
* frontier orbital gap: 6.2668 eV
* maximum force: 0.30072 Eh/bohr
* DFT total energy: -3808.97980 Eh
* relative energy (zero: lowest compared OMol25 entry of this formula, charge and spin): 120.2 kcal per mole

HOMO energy for every record listed, in sequence, given in eV: -11.3 -6.6.